Entry 1:
Here is a structure of composition C24H23AsBF5N10O7Rb from the Open Molecules 2025 dataset. Energies are from the ωB97M-V functional and the def2-TZVPD basis.

The geometry in XYZ format:
```
72
Properties=species:S:1:pos:R:3
Rb -0.298 0.562 -0.774
C -0.109 -1.737 3.772
C -0.118 -1.774 2.367
N 0.626 -0.806 1.854
N 1.138 -0.138 2.906
C 0.712 -0.672 4.069
B 2.130 1.020 2.670
N 1.420 2.348 2.352
C 1.724 3.597 2.763
C 0.937 4.480 2.056
C 0.176 3.658 1.205
N 0.475 2.382 1.391
N 3.016 0.649 1.465
C 3.186 1.330 0.311
C 4.008 0.583 -0.504
C 4.297 -0.559 0.266
N 3.699 -0.513 1.446
N 3.028 1.248 3.909
C 4.376 1.242 3.957
C 4.757 1.608 5.229
C 3.540 1.827 5.896
N 2.505 1.615 5.098
H -0.616 -2.390 4.462
H -0.605 -2.477 1.707
H 1.024 -0.249 5.008
H 2.460 3.761 3.533
H 0.915 5.552 2.141
H -0.552 3.927 0.452
H 2.701 2.278 0.144
H 4.330 0.822 -1.502
H 4.906 -1.413 0.009
H 4.956 0.959 3.095
H 5.759 1.696 5.613
H 3.371 2.129 6.919
O -3.031 3.314 -3.061
C -1.978 2.658 -3.122
O -1.013 2.669 -2.314
C -1.807 1.770 -4.369
C -2.067 2.318 -5.585
C -1.891 1.584 -6.784
C -1.450 0.279 -6.748
C -1.176 -0.299 -5.525
C -1.397 0.368 -4.249
O -1.315 -0.221 -3.157
N -0.694 -1.659 -5.563
O -1.018 -2.370 -6.514
O 0.040 -2.059 -4.672
N -2.156 2.192 -8.052
O -2.541 3.357 -8.079
O -1.993 1.531 -9.079
H -2.430 3.334 -5.635
H -1.311 -0.282 -7.658
C 0.174 -4.341 -2.070
As 1.056 -2.782 -1.269
C 2.566 -2.716 -2.517
C 1.988 -3.724 0.183
H 0.877 -5.170 -2.184
H -0.212 -4.047 -3.045
H -0.656 -4.657 -1.437
H 3.029 -3.701 -2.606
H 3.299 -1.999 -2.148
H 2.200 -2.390 -3.489
H 2.605 -4.533 -0.212
H 1.257 -4.135 0.881
H 2.604 -3.007 0.727
F -3.506 0.041 1.025
C -3.009 -1.127 1.371
F -2.863 -1.934 0.337
C -3.709 -1.768 2.546
F -5.007 -2.028 2.272
F -3.678 -0.966 3.607
F -3.129 -2.929 2.856
```

Computed properties:
Spin multiplicity ... 2
DFT total energy ... -4786.68341 Eh
Total charge ... -2
Energy above the lowest of the compared OMol25 structures with the same formula, charge and spin ... 4.1 kcal per mole

Löwdin atomic charge list, values in e, 4 entries: 0.78, -0.07, -0.21, 0.04

---

Entry 2:
Here is a cluster of 2 separate species, C4H9NO2 in total from the Open Molecules 2025 dataset. Energies are from the ωB97M-V functional and the def2-TZVPD basis.

The geometry in XYZ format:
```
16
Properties=species:S:1:pos:R:3
C 2.789 -0.037 -1.084
N 1.437 -0.230 -0.599
C 1.116 0.384 0.453
O -0.094 0.296 1.037
C -1.026 -0.576 0.415
C -2.337 -0.497 1.158
O -3.386 -0.842 0.671
H 3.278 -1.012 -1.186
H 2.761 0.418 -2.079
H 3.415 0.597 -0.435
H 1.763 1.060 1.024
H -2.546 1.540 -0.773
H -1.130 -0.356 -0.650
H -0.697 -1.619 0.503
H -2.258 -0.168 2.213
H -3.086 1.042 -0.669
```

Computed properties:
DFT total energy ... -362.96946 Eh
Total charge ... 0
Energy above the lowest of the compared OMol25 structures with the same formula, charge and spin ... 72.8 kcal per mole
Structure (SMILES) ... C/N=C/OCC=O.[H][H]

Löwdin atomic charge list, values in e, 4 entries: -0.14, 0.01, -0.26, -0.07

---

Entry 3:
Here is a cluster of 5 separate species, C14H22Cl6F6O4 in total in a non-equilibrium geometry from the Open Molecules 2025 dataset. Energies are from the ωB97M-V functional and the def2-TZVPD basis.

The geometry in XYZ format:
```
52
Properties=species:S:1:pos:R:3
C 3.828 1.276 8.551
C 3.955 2.721 9.226
O 5.135 2.686 9.955
C 5.777 3.847 10.301
O 5.266 4.991 10.189
C 7.228 3.565 10.881
F 8.066 4.197 10.051
F 7.341 4.089 12.072
F 7.462 2.267 11.030
H 2.847 0.825 8.700
H 4.490 0.576 9.060
H 4.170 1.350 7.519
H 3.073 3.056 9.772
H 4.127 3.515 8.499
C 1.408 4.141 -3.340
C 1.677 3.824 -4.736
O 2.190 2.529 -4.894
C 2.208 1.955 -6.131
O 1.822 2.502 -7.167
C 2.728 0.462 -6.175
F 1.876 -0.449 -6.684
F 3.899 0.395 -6.821
F 2.991 0.151 -4.876
H 0.793 3.352 -2.906
H 0.880 5.057 -3.073
H 2.323 4.025 -2.759
H 2.469 4.438 -5.164
H 0.749 3.985 -5.285
Cl -0.919 -3.469 -2.146
C 0.132 -3.070 -0.763
C -0.110 -1.652 -0.320
Cl 0.810 -1.256 1.227
H 1.162 -2.995 -1.112
H -0.020 -3.774 0.055
H -1.131 -1.380 -0.051
H 0.147 -0.948 -1.112
Cl -7.802 -6.794 -4.060
C -6.689 -7.448 -5.241
C -5.515 -8.231 -4.571
Cl -4.210 -8.678 -5.646
H -6.220 -6.576 -5.698
H -7.241 -8.044 -5.968
H -5.806 -9.262 -4.369
H -5.025 -7.839 -3.680
Cl -5.817 -0.290 -4.597
C -6.731 0.076 -3.038
C -6.659 1.431 -2.458
Cl -4.928 1.732 -2.086
H -6.306 -0.547 -2.251
H -7.759 -0.156 -3.318
H -7.159 1.582 -1.501
H -6.978 2.263 -3.086
```

Computed properties:
DFT total energy ... -4207.92055 Eh
Total charge ... 0
Energy above the lowest of the compared OMol25 structures with the same formula, charge and spin ... 54.1 kcal per mole
Structure (SMILES) ... CCOC(=O)C(F)(F)F.CCOC(=O)C(F)(F)F.ClCCCl.ClCCCl.ClCCCl

Löwdin atomic charge list, values in e, 4 entries: -0.03, -0.21, -0.02, -0.27

---

Entry 4:
Here is a cluster of 2 separate species, C2H6NO3 in total in a non-equilibrium geometry from the Open Molecules 2025 dataset. Energies are from the ωB97M-V functional and the def2-TZVPD basis.

The geometry in XYZ format:
```
12
Properties=species:S:1:pos:R:3
O 1.156 -0.483 -1.041
C 1.666 0.100 -0.020
O 2.788 0.488 0.326
C 0.378 0.512 1.090
N -0.756 1.008 0.272
H 0.626 1.123 1.943
H 0.078 -0.415 1.559
H -0.246 1.452 -0.546
H -1.080 0.225 -0.211
H -4.456 -1.833 -0.834
H -3.649 -1.401 0.392
O -3.725 -1.240 -0.613
```

Computed properties:
DFT total energy ... -360.30878 Eh
Total charge ... -1
Energy above the lowest of the compared OMol25 structures with the same formula, charge and spin ... 39.2 kcal per mole

Löwdin atomic charge list, values in e, 4 entries: -0.14, -0.67, -0.09, -0.21

---

Entry 5:
Here is a structure of composition C28H32Co2N3O6 in a non-equilibrium geometry from the Open Molecules 2025 dataset. Energies are from the ωB97M-V functional and the def2-TZVPD basis.

The geometry in XYZ format:
```
71
Properties=species:S:1:pos:R:3
C -3.229 -0.174 -1.128
C -1.723 -0.268 -1.427
C -1.369 -1.439 -2.324
N -0.947 -0.534 -0.203
N -0.598 -1.763 0.118
N -0.135 -1.690 1.381
C 0.143 -3.082 1.937
C 0.928 -3.839 0.919
C -1.136 -3.838 2.110
C -0.204 -0.426 1.875
C 0.285 -0.229 3.327
C 0.211 1.256 3.760
C 1.749 -0.692 3.457
C -0.514 -1.074 4.349
C -0.789 0.352 0.808
C -1.320 1.711 0.504
H -3.740 0.123 -2.065
H -3.560 -1.176 -0.786
H -3.451 0.558 -0.333
H -1.302 0.666 -1.828
H -1.884 -1.324 -3.283
H -0.289 -1.476 -2.538
H -1.683 -2.397 -1.881
H 0.675 -2.957 2.871
H 1.015 -4.873 1.242
H 0.427 -3.819 -0.044
H 1.937 -3.471 0.799
H -0.904 -4.869 2.362
H -1.779 -3.472 2.900
H -1.705 -3.853 1.182
H -0.839 1.609 3.756
H 0.633 1.355 4.789
H 0.819 1.863 3.064
H 1.879 -1.750 3.204
H 2.388 -0.106 2.792
H 2.104 -0.559 4.490
H -0.426 -2.152 4.172
H -0.141 -0.892 5.372
H -1.578 -0.817 4.332
H -0.808 2.540 1.071
H -2.436 1.529 0.587
O -4.455 8.501 2.386
C -4.075 7.745 1.596
Co -3.309 6.746 0.300
C -3.884 7.778 -1.002
O -4.213 8.403 -1.920
C -1.593 7.143 0.428
O -0.444 7.293 0.359
C -3.530 4.924 -0.516
C -2.705 3.909 -0.171
C -1.783 2.850 -0.679
C -0.608 3.443 -1.422
C -0.862 4.327 -2.463
C 0.203 4.795 -3.228
C 1.521 4.433 -2.941
C 1.729 3.547 -1.885
C 0.679 3.031 -1.127
Co -3.724 4.465 1.250
C -4.694 5.309 2.507
O -5.306 5.657 3.402
C -2.149 4.894 2.003
O -1.067 4.949 2.438
C -4.570 2.957 1.510
O -4.988 1.883 1.656
H -4.280 4.935 -1.327
H -2.394 2.396 -1.505
H -1.888 4.609 -2.713
H -0.004 5.386 -4.113
H 2.369 4.872 -3.487
H 2.730 3.230 -1.644
H 0.815 2.247 -0.375
```

Computed properties:
DFT total energy ... -4467.12309 Eh
Total charge ... -1
Energy above the lowest of the compared OMol25 structures with the same formula, charge and spin ... 55.6 kcal per mole

Löwdin atomic charge list, values in e, 4 entries: -0.01, -0.34, -0.07, -0.02

---

Entry 6:
Here is a cluster of 8 separate species, C28H56N3O12PS8 in total in a non-equilibrium geometry from the Open Molecules 2025 dataset. Energies are from the ωB97M-V functional and the def2-TZVPD basis.

The geometry in XYZ format:
```
108
Properties=species:S:1:pos:R:3
N 1.471 -3.581 1.303
C 0.626 -3.199 0.396
C -0.560 -2.394 -0.442
O -1.685 -3.248 -0.853
C -2.036 -4.246 0.169
O -2.304 -4.013 1.456
C -2.163 -5.823 -0.375
C -1.021 -6.981 -0.119
C -1.275 -8.477 -0.762
C -2.641 -8.757 -1.632
C -3.809 -7.612 -1.903
C -3.553 -6.127 -1.255
C 0.176 -1.907 -1.863
C 1.244 -3.142 -2.225
N 2.026 -4.143 -2.542
C 1.123 -0.566 -1.658
C 0.195 0.770 -1.439
C 0.122 1.290 0.124
N 0.706 0.583 1.327
O -0.564 2.434 0.338
P -1.031 -1.804 -3.339
O -2.626 -1.209 -2.902
O -0.399 -0.634 -4.509
S -1.124 -3.540 -4.292
H -0.921 -1.410 0.078
H -0.061 -6.693 0.486
H -0.445 -9.314 -0.616
H -2.811 -9.808 -2.121
H -4.780 -7.783 -2.547
H -4.361 -5.267 -1.415
H 1.885 -0.404 -2.557
H 1.799 -0.744 -0.703
H 0.654 1.652 -2.093
H -0.917 0.648 -1.805
H 1.720 0.360 1.220
H 0.150 -0.254 1.610
H -2.525 -0.985 -1.913
H -1.193 -0.484 -5.126
C 3.612 4.862 3.538
S 3.641 3.065 3.735
O 3.941 2.469 2.392
C 1.866 2.875 4.030
H 4.624 5.202 3.307
H 2.941 5.139 2.721
H 3.279 5.327 4.470
H 1.302 3.272 3.183
H 1.589 3.403 4.946
H 1.644 1.811 4.147
C -5.975 -2.187 0.874
S -6.837 -2.189 -0.716
O -6.505 -3.479 -1.407
C -5.836 -0.890 -1.479
H -6.415 -2.960 1.509
H -4.914 -2.401 0.725
H -6.097 -1.213 1.355
H -4.784 -1.183 -1.485
H -5.963 0.042 -0.923
H -6.178 -0.746 -2.507
C 2.828 8.315 0.830
S 4.596 8.512 1.155
O 4.911 7.755 2.411
C 4.518 10.268 1.584
H 2.637 7.270 0.576
H 2.251 8.583 1.718
H 2.538 8.950 -0.011
H 3.838 10.417 2.427
H 4.174 10.840 0.719
H 5.520 10.604 1.863
C 2.359 -7.278 -2.330
S 2.612 -9.013 -2.773
O 1.612 -9.825 -2.004
C 4.210 -9.190 -1.943
H 1.389 -6.959 -2.719
H 2.368 -7.162 -1.244
H 3.145 -6.666 -2.779
H 4.107 -8.959 -0.880
H 4.938 -8.519 -2.404
H 4.549 -10.224 -2.058
C -3.604 -11.292 1.089
S -2.997 -12.176 -0.367
O -3.510 -11.455 -1.578
C -4.021 -13.649 -0.137
H -3.121 -10.313 1.127
H -4.687 -11.158 1.023
H -3.350 -11.854 1.991
H -5.078 -13.373 -0.129
H -3.754 -14.137 0.804
H -3.832 -14.338 -0.966
C 4.093 14.506 3.098
S 3.230 14.503 1.509
O 3.563 13.214 0.818
C 4.231 15.803 0.746
H 3.653 13.733 3.733
H 5.154 14.291 2.950
H 3.971 15.479 3.580
H 5.284 15.509 0.740
H 4.105 16.735 1.301
H 3.890 15.947 -0.283
C -2.274 6.823 -0.284
S -0.983 6.452 0.926
O -0.238 7.726 1.196
C 0.036 5.450 -0.182
H -3.012 7.479 0.185
H -1.841 7.328 -1.151
H -2.763 5.897 -0.595
H 0.329 6.038 -1.055
H -0.525 4.566 -0.496
H 0.932 5.134 0.359
```

Computed properties:
DFT total energy ... -5693.72765 Eh
Total charge ... 0

Löwdin atomic charge list, values in e, 4 entries: 0.15, -0.08, -0.21, -0.11